{"formula": "C2H4BrO2P", "method": "ωB97M-V/def2-TZVPD", "elements": ["C", "C", "O", "O", "P", "Br", "H", "H", "H", "H"], "positions_angstrom": [[-0.80833, -0.97963, 0.28874], [0.62807, -0.48753, 0.44572], [-1.45293, -0.30005, -0.63122], [-1.03309, -2.11091, 0.62478], [-2.93795, -0.17244, -1.42564], [-4.16500, 0.06717, 0.46052], [1.13124, -1.11539, 1.27446], [0.87825, 0.56061, 0.66942], [1.09024, -0.74459, -0.58827], [-2.69981, 1.25509, -1.39765]], "forces_ev_per_a": [[2.6, -2.0, -0.5], [1.7, -0.8, 0.3], [-0.9, 1.4, -1.2], [-1.4, 0.3, 0.5], [0.8, 0.9, 1.9], [-0.2, -0.2, -0.4], [-0.8, 0.9, -1.6], [-0.7, -0.2, -0.3], [-0.5, 0.4, 1.8], [-0.4, -0.6, -0.7]], "charge": 0, "relative_energy_ev": 0.721, "smiles": "CC(=O)OPBr", "homo_energy_ev": -10.098, "e_lumo_ev": -0.122}

{"formula": "C2H4BrO3S", "method": "ωB97M-V/def2-TZVPD", "elements": ["C", "C", "O", "O", "O", "S", "Br", "H", "H", "H", "H"], "positions_angstrom": [[1.25917, 0.76467, 0.04767], [-0.13115, 1.19539, 0.13203], [0.13110, -2.27211, 0.54871], [-1.46117, -1.91489, -1.36362], [-2.28311, -1.73316, 0.96834], [-1.13576, -1.69764, 0.04527], [-0.79117, 2.19290, -1.43263], [1.36251, -0.27483, -0.57762], [1.91323, 1.61300, -0.20964], [1.66894, 0.31955, 0.93148], [-0.53260, 1.80713, 0.91001]], "forces_ev_per_a": [[0.7, -2.8, -1.4], [-0.3, 1.8, -1.1], [-0.3, -0.7, -0.1], [0.0, -0.9, -0.4], [0.0, -0.7, 0.1], [0.2, 1.9, 0.4], [0.3, -0.7, 0.4], [-0.2, 2.9, 0.5], [0.0, -0.5, -0.5], [-0.3, 0.2, 1.3], [-0.1, -0.4, 0.9]], "s_squared": 2.008, "charge": -1, "homo_energy_ev": [-2.596, -5.233], "e_lumo_ev": [3.158, 2.727], "multiplicity": 3}

{"formula": "C2H4BrOP", "method": "ωB97M-V/def2-TZVPD", "elements": ["C", "C", "O", "P", "Br", "H", "H", "H", "H"], "positions_angstrom": [[-0.99476, 0.46113, 0.50059], [0.20829, -0.01939, -0.20933], [1.89565, -2.18320, -0.60823], [1.37557, -1.34602, 0.45068], [1.56515, 1.40104, -0.04878], [-0.76072, 1.41646, 0.92379], [-1.44140, -0.31455, 1.09762], [-1.93032, 0.86269, -0.19220], [0.08255, -0.27816, -1.91414]], "forces_ev_per_a": [[-3.3, 1.3, -2.5], [0.8, -0.6, -4.8], [0.4, -0.7, -1.3], [-0.8, 1.0, 1.5], [0.4, -0.1, -0.3], [0.0, 0.0, 1.3], [0.0, 0.0, 0.8], [2.4, -1.4, 1.1], [0.2, 0.6, 4.3]], "charge": 0, "relative_energy_ev": 3.316, "homo_energy_ev": -9.508, "e_lumo_ev": -0.520}

{"formula": "C2H4Cl", "method": "ωB97M-V/def2-TZVPD", "elements": ["C", "C", "H", "H", "H", "H", "Cl"], "positions_angstrom": [[-0.75728, -0.10996, -0.54238], [-0.34025, 0.80956, 0.32949], [-0.15393, -0.99831, -0.76152], [-1.71508, -0.00317, -1.06433], [0.61755, 0.70277, 0.85143], [-0.94360, 1.69791, 0.54862], [3.29260, -2.09882, 0.63866]], "forces_ev_per_a": [[0.1, 0.1, 0.2], [0.0, -0.2, -0.2], [-0.2, 0.4, 0.1], [0.3, 0.0, 0.2], [-0.4, 0.0, -0.2], [0.2, -0.3, -0.1], [-0.1, 0.0, 0.0]], "charge": -1, "relative_energy_ev": 0.025, "homo_energy_ev": -3.470, "e_lumo_ev": 4.061}

{"formula": "C2H4Cl2N2", "method": "ωB97M-V/def2-TZVPD", "elements": ["C", "C", "N", "N", "Cl", "Cl", "H", "H", "H", "H"], "positions_angstrom": [[-1.45690, -0.08884, -0.05880], [-0.13197, -0.58818, -0.67309], [-1.30866, 0.50057, 1.04537], [0.86922, 0.09179, -0.03937], [-2.93888, -0.15959, -1.05525], [-0.15596, -2.38673, -0.35036], [-0.15467, -0.34740, -1.73352], [-2.06965, 1.02735, 1.47094], [0.63499, 0.37970, 0.90457], [1.72125, 0.37059, -0.48649]], "forces_ev_per_a": [[0.3, 1.2, 0.8], [-1.2, 0.8, -0.1], [-1.1, -0.1, -0.6], [0.9, 0.2, 0.5], [0.9, -0.1, 0.6], [0.0, -0.4, -0.4], [0.1, -0.8, -0.2], [-0.3, -0.6, -0.3], [0.5, 0.0, -0.3], [-0.1, -0.2, 0.0]], "charge": 0, "relative_energy_ev": 0.238, "smiles": "[H]/N=C(\\Cl)[C@@H](N)Cl", "homo_energy_ev": -9.577, "e_lumo_ev": 0.723}

{"formula": "C2H4Cl2N5O15V2", "method": "ωB97M-V/def2-TZVPD", "elements": ["V", "V", "N", "O", "O", "O", "N", "O", "O", "O", "N", "O", "O", "O", "N", "O", "O", "O", "N", "O", "O", "O", "Cl", "C", "C", "Cl", "H", "H", "H", "H"], "positions_angstrom": [[-0.85737, -2.02703, 3.38536], [0.20239, -0.73246, -1.54237], [2.90962, -0.96483, -1.79228], [2.02291, -1.40382, -2.59286], [4.01692, -1.34939, -1.68848], [2.28031, -0.30063, -0.90464], [-2.69684, -3.19974, 1.81975], [-2.26458, -2.02139, 1.72351], [-3.36328, -3.74325, 1.01271], [-2.24951, -3.75410, 2.86339], [-1.90846, -2.33455, -2.25085], [-0.74581, -2.27026, -2.77886], [-2.77721, -3.08239, -2.53915], [-1.96707, -1.42062, -1.40925], [0.15885, 0.54056, 1.44955], [1.00286, 1.35136, 1.69561], [-0.18247, 0.19658, 0.27709], [-0.27759, -0.29030, 2.33384], [1.07645, -2.82490, 0.89187], [2.27316, -2.94159, 0.90918], [0.39850, -2.98021, 1.98789], [0.44395, -2.46759, -0.13175], [1.17922, 5.54769, 1.44328], [0.85114, 4.45715, 0.09695], [-0.32186, 4.81486, -0.79367], [0.04043, 6.29395, -1.71742], [0.64938, 3.45881, 0.48590], [1.77312, 4.42348, -0.47970], [-1.22230, 4.98690, -0.20941], [-0.44486, 4.03771, -1.54520]], "forces_ev_per_a": [[-0.4, -0.4, -6.2], [1.3, -3.5, 0.8], [-1.8, -1.8, 1.7], [-1.0, -0.3, -2.1], [0.1, 0.8, -0.8], [-0.7, 1.9, 1.3], [-0.3, -1.3, -0.9], [0.8, 2.0, 0.8], [0.2, 0.5, 0.5], [1.3, 0.3, 1.9], [0.8, 0.5, -0.7], [1.8, -0.4, -1.1], [0.5, 0.0, 0.1], [-0.7, 2.2, 2.4], [2.2, -2.2, -1.3], [-1.6, -0.3, 0.1], [-0.7, 1.3, -0.3], [-0.7, -0.3, 2.5], [1.3, 2.0, -0.6], [-1.1, -0.4, 0.2], [-0.8, -0.4, 1.7], [-0.6, -0.2, 0.0], [-0.3, 0.1, 0.2], [0.0, -0.6, -0.5], [0.6, 0.6, 0.1], [-0.1, 0.2, 0.0], [0.2, 0.1, 0.2], [-0.1, -0.1, -0.1], [-0.1, -0.1, -0.1], [-0.2, -0.1, 0.2]], "s_squared": 6.258, "charge": 1, "relative_energy_ev": 0.149, "homo_energy_ev": [-12.736, -12.736], "e_lumo_ev": [-8.599, -6.914], "multiplicity": 5}

{"formula": "C2H4Cl2O", "method": "ωB97M-V/def2-TZVPD", "elements": ["C", "C", "H", "H", "H", "H", "O", "Cl", "Cl"], "positions_angstrom": [[-0.65450, -0.29305, 1.11993], [0.04551, 0.43303, -0.01581], [0.68040, -0.83940, 2.58536], [-0.99454, -1.30202, 0.85156], [-1.38921, 0.43223, 1.49248], [0.31297, 1.38270, 0.30617], [0.24633, -0.11104, 2.13126], [-1.17783, 0.66745, -1.30160], [1.35864, -0.64539, -0.39902]], "forces_ev_per_a": [[-0.7, 2.0, 0.1], [-2.1, -2.5, -0.7], [-0.4, -0.3, -0.6], [0.1, 0.4, 0.2], [-1.2, -0.8, -0.9], [1.0, 1.5, 0.4], [2.0, -0.3, 2.9], [0.4, -0.1, -0.3], [0.9, 0.2, -1.0]], "charge": 0, "relative_energy_ev": 0.748, "smiles": "OCC(Cl)Cl", "homo_energy_ev": -10.370, "e_lumo_ev": 0.721}

{"formula": "C2H4Cl2O", "method": "ωB97M-V/def2-TZVPD", "elements": ["C", "C", "O", "Cl", "Cl", "H", "H", "H", "H"], "positions_angstrom": [[1.35656, -0.27224, 0.72389], [0.10343, -0.57909, 1.04756], [-0.71157, -1.38523, 0.33043], [2.12363, -0.81591, -0.73460], [-2.36439, 2.43749, -1.64589], [-1.88767, 2.37924, -2.85497], [1.83210, 0.33653, 1.51308], [-0.31590, -0.20358, 1.87384], [-0.13620, -1.89722, -0.25333]], "forces_ev_per_a": [[-0.4, 0.6, 1.3], [1.6, -1.6, -3.6], [0.1, -0.1, 0.1], [-0.1, 0.1, 0.5], [0.2, 0.0, -0.6], [-0.2, 0.0, 0.6], [0.5, -0.3, -1.2], [-1.6, 1.3, 3.0], [-0.2, 0.0, -0.3]], "charge": 0, "relative_energy_ev": 0.793, "smiles": "O/C=C\\Cl.Cl", "homo_energy_ev": -9.100, "e_lumo_ev": 0.738}

{"formula": "C2H4Cl3N3", "method": "ωB97M-V/def2-TZVPD", "elements": ["C", "C", "H", "H", "H", "H", "N", "N", "N", "Cl", "Cl", "Cl"], "positions_angstrom": [[-0.32475, -0.90050, 0.75273], [0.08801, 0.35833, 0.04818], [-0.32314, -2.45358, -1.91386], [-1.94820, -2.10090, -1.38110], [-0.88038, -2.80325, 0.56287], [-0.25816, -0.28643, 2.57941], [-0.89506, -1.91943, -1.32190], [-0.54683, -1.99605, -0.06848], [-0.62493, -1.09870, 2.02741], [-1.11341, 1.07524, -0.89695], [0.64668, 1.49806, 1.24377], [1.60191, 0.13237, -0.88283]], "forces_ev_per_a": [[-2.2, -2.2, 2.0], [2.2, 0.1, 0.8], [0.4, -1.0, -1.0], [2.1, 0.3, -0.8], [0.7, 1.5, -1.4], [-0.6, -0.9, -0.5], [-4.0, 0.8, -2.3], [1.1, -1.5, 5.8], [1.8, 1.9, -2.2], [-1.4, 0.6, -0.9], [-0.1, 1.2, 1.3], [0.0, -0.8, -0.8]], "charge": 0, "relative_energy_ev": 0.427, "homo_energy_ev": -9.330, "e_lumo_ev": 0.650}

{"formula": "C2H4Cl3NO", "method": "ωB97M-V/def2-TZVPD", "elements": ["C", "C", "N", "O", "Cl", "Cl", "Cl", "H", "H", "H", "H"], "positions_angstrom": [[-1.18353, 0.27366, -1.09537], [1.08139, -0.16438, 0.98923], [0.10013, 0.71695, 0.89307], [-2.02123, -0.58174, -0.72690], [2.27561, 0.24135, -0.44608], [0.51547, -1.82154, 0.65681], [2.13550, -0.26360, 2.42857], [-0.34881, -0.03053, -1.74522], [-1.32828, 1.36988, -1.06864], [0.36466, 1.65664, 0.69903], [-1.59091, -1.39667, -0.58450]], "forces_ev_per_a": [[3.5, 2.4, 0.3], [0.6, 0.7, -1.6], [-2.7, -0.9, -0.4], [-2.5, 1.3, 0.6], [0.7, -0.4, -0.2], [-0.2, -0.7, 0.1], [-0.1, 0.3, 0.3], [0.0, 0.0, 0.7], [-0.9, -1.0, 0.0], [0.7, 0.6, 0.2], [0.9, -2.3, 0.2]], "charge": 0, "relative_energy_ev": 2.751, "homo_energy_ev": [-8.877, -8.877], "e_lumo_ev": [-0.905, -0.905]}

{"formula": "C2H4Cl3OV", "method": "ωB97M-V/def2-TZVPD", "elements": ["O", "V", "Cl", "Cl", "C", "C", "Cl", "H", "H", "H", "H"], "positions_angstrom": [[-12.53582, -30.95615, 10.74580], [-11.28163, -31.91754, 10.66179], [-11.67712, -32.96422, 8.28357], [-12.48009, -35.75623, 2.72676], [-12.64744, -35.46208, 4.55047], [-11.30391, -35.00055, 5.23474], [-10.01403, -36.04579, 4.68824], [-12.96065, -36.35339, 5.09412], [-13.49626, -34.79079, 4.68067], [-11.34207, -34.99625, 6.32406], [-11.16665, -33.99732, 4.83128]], "forces_ev_per_a": [[3.4, -2.4, 0.1], [-4.0, 1.2, -3.0], [0.7, 1.1, 2.9], [-0.2, 0.3, 1.8], [0.4, -0.6, 0.5], [-1.7, 0.6, -1.9], [0.6, -0.2, 0.3], [0.1, -0.5, -0.8], [0.4, 0.5, -0.1], [-0.2, -0.1, -0.1], [0.6, 0.1, 0.3]], "s_squared": 1.035, "charge": 1, "homo_energy_ev": [-12.531, -12.547], "e_lumo_ev": [-9.668, -8.196], "multiplicity": 2}

{"formula": "C2H4Cl4FPd", "method": "ωB97M-V/def2-TZVPD", "elements": ["Pd", "F", "C", "Cl", "Cl", "H", "H", "C", "Cl", "Cl", "H", "H"], "positions_angstrom": [[-2.93083, -1.17440, -1.29276], [-1.01724, -0.64984, -0.97927], [1.94190, -1.15924, -1.61848], [3.29256, -1.38505, -0.59298], [2.19473, -1.56226, -3.27470], [1.09268, -1.78917, -1.24627], [1.62394, -0.10193, -1.60251], [-1.22074, 1.46310, 2.03415], [-1.31836, 3.20014, 1.70578], [-1.44203, 1.03146, 3.72101], [-1.98024, 0.98032, 1.42984], [-0.23637, 1.14688, 1.71620]], "forces_ev_per_a": [[0.5, 0.2, 0.1], [-0.1, -0.4, -0.2], [0.5, 0.0, -0.5], [0.0, 0.0, 0.2], [-0.1, -0.1, 0.0], [-0.4, 0.4, 0.1], [-0.4, -0.1, 0.3], [0.1, 0.1, -0.4], [-0.1, 0.0, 0.1], [-0.1, 0.0, 0.1], [0.0, -0.1, 0.1], [0.1, -0.1, 0.1]], "s_squared": 2.005, "charge": 1, "homo_energy_ev": [-13.129, -13.126], "e_lumo_ev": [-4.855, -10.515], "multiplicity": 3}

Max |F| values (in eV Å⁻¹) by entry order: 3.33; 3.22; 4.85; 0.44; 1.46; 6.25; 3.51; 4.25; 6.07; 4.27; 5.19; 0.66.
DFT total energy values (in eV) by entry order: -85565.082; -89157.353; -83514.240; -14662.318; -30163.460; -116694.382; -29230.346; -29230.301; -44174.454; -43240.521; -67430.176; -58413.307.